A molecular structure, CHI3NO2S, computed with ωB97M-V with the def2-TZVPD basis set.

Element x y z (Å)
C1 -0.3124 0.3596 0.8602
N1 -0.4726 0.7139 -0.3861
O1 1.3958 -0.5106 -1.7782
O2 -0.7711 -1.6350 -1.9099
S1 0.2475 -1.0882 -1.0776
I1 -1.5988 -1.1743 1.5202
I2 -0.5340 2.1647 2.1878
I3 2.0195 -0.3590 1.2555
H1 0.0259 1.5290 -0.6719

Atoms 1-6, force components in eV/Å:
0.10 2.39 1.01
-1.02 -1.43 0.34
-0.50 -0.27 -0.41
-1.38 -0.51 -1.33
2.04 -0.13 -0.96
-0.25 -0.33 0.40

## Properties
- Energy: -1535.23437 Eh
- Charge: -1

***

2 unconnected molecules or ions with the total composition CHI3O, computed with ωB97M-V with the def2-TZVPD basis set.

Element x y z (Å)
C1 0.9079 3.3367 -1.4951
O1 1.0970 2.8059 -2.4832
I1 0.0446 2.3669 0.2414
I2 4.7700 0.4456 0.4020
I3 3.2945 -1.3466 -0.8624
H1 1.0156 4.4091 -1.5171

Force components x, y, z for each atom (eV/Å):
-1.17 1.88 2.45
0.92 -3.09 -3.71
0.25 0.23 -0.06
0.01 0.04 0.02
-0.04 -0.02 -0.02
0.03 0.95 1.32

## Properties
- Energy: -1007.01073 Eh

***

A molecular structure, CHI3O, computed with ωB97M-V with the def2-TZVPD basis set.

Element x y z (Å)
C1 0.8730 -0.0580 -0.0200
O1 0.9584 -1.1303 0.4823
I1 1.0166 1.6782 1.2904
I2 -2.7769 -0.5271 0.3809
I3 1.2905 0.2996 -2.0820
H1 -1.3615 -0.2623 -0.0515

Force components x, y, z for each atom (eV/Å):
1.80 -1.01 1.35
-0.70 1.17 -0.98
-0.35 -0.16 -0.43
-2.54 -0.45 0.74
-0.37 0.02 0.08
2.16 0.43 -0.76

## Properties
- Energy: -1006.99375 Eh

***

2 unconnected molecules or ions with the total composition CHIOS2, computed with ωB97M-V with the def2-TZVPD basis set.

Element x y z (Å)
C1 -1.4334 0.7911 -0.0256
O1 1.9568 -2.2712 0.7233
S1 -2.1761 2.1935 -0.0486
S2 1.8199 -1.5209 -0.5492
I1 1.7563 0.8793 -0.0879
H1 -1.9236 -0.0718 -0.0119

Force components x, y, z for each atom (eV/Å):
0.43 5.25 -0.08
-0.09 0.37 -0.64
0.94 -1.11 0.02
0.08 0.05 0.72
0.37 -0.42 -0.10
-1.74 -4.14 0.07

## Properties
- Energy: -1207.87157 Eh

***

A molecular structure, CHKMgO3, computed with ωB97M-V with the def2-TZVPD basis set.

Element x y z (Å)
O1 -1.2199 0.4987 1.5449
C1 -0.1459 0.1142 1.8404
H1 0.5228 -1.1041 1.1200
O2 0.7528 -0.6185 -0.6924
O3 1.1486 -0.3592 0.4116
Mg1 -1.4636 0.7942 -1.1702
K1 0.4051 0.6746 -3.0542

Atoms 1-6, force components in eV/Å:
3.74 -1.15 0.26
-5.30 2.14 1.79
3.00 2.02 -1.26
-2.56 -0.43 -8.44
0.82 -2.26 7.49
-1.43 -0.09 1.71

## Properties
- Multiplicity: 2
- Energy: -1063.96946 Eh
- Charge: +1

***

A molecular structure, CHLi2O2, computed with ωB97M-V with the def2-TZVPD basis set.

Element x y z (Å)
H1 0.1563 -0.3819 0.2052
O1 -1.0102 0.4774 0.2672
C1 -0.7285 -0.2912 -0.7124
O2 -1.6955 -0.9231 -1.2372
Li1 -1.1328 -2.5331 -1.9143
Li2 -2.9653 0.0889 -0.0623

Force components x, y, z for each atom (eV/Å):
0.21 -0.93 -2.78
-1.78 1.84 -0.19
1.43 -0.60 4.32
-0.17 -0.69 -1.35
-0.02 0.23 -0.06
0.34 0.15 0.06

## Properties
- Energy: -204.01612 Eh
- Charge: +1

***

A molecular structure, CHLiOZn, computed with ωB97M-V with the def2-TZVPD basis set.

Element x y z (Å)
H1 -0.4318 0.1834 0.3176
O1 -0.2913 -1.6801 1.3685
C1 -0.7044 -0.6604 1.0718
Zn1 -0.5445 1.2984 -1.2653
Li1 1.9719 0.8587 -1.4926

Force components x, y, z for each atom (eV/Å):
1.60 0.75 -1.78
2.31 -2.75 -0.32
-3.92 1.82 2.40
0.27 0.16 -0.37
-0.26 0.01 0.07

## Properties
- Energy: -1900.60558 Eh

***

2 unconnected molecules or ions with the total composition CHN2, computed with ωB97M-V with the def2-TZVPD basis set.

Element x y z (Å)
C1 0.1683 -0.1930 -0.0662
N1 -1.1211 -0.0890 -0.4049
N2 -0.2342 -0.0099 -1.3170
H1 1.1870 0.2919 1.7880

Force components x, y, z for each atom (eV/Å):
0.59 1.19 2.75
-0.82 -0.33 1.25
1.32 -0.05 -1.62
-1.09 -0.81 -2.39

## Properties
- Energy: -147.58195 Eh
- Charge: +1

***

2 unconnected molecules or ions with the total composition CHN2O2P, computed with ωB97M-V with the def2-TZVPD basis set.

Element x y z (Å)
C1 -1.7586 0.7289 -0.0151
N1 -2.0814 1.6675 0.5634
N2 2.1594 -0.0028 0.3801
O1 3.0661 -0.6329 -0.0662
O2 0.9730 0.0607 0.1008
P1 -1.4105 -0.5892 -1.1250
H1 -0.9481 -1.2322 0.1621

Atoms 1-6, force components in eV/Å:
-0.36 0.12 -1.10
-0.12 0.59 0.64
-0.90 -0.55 -0.87
-0.85 0.59 0.39
2.17 0.14 0.58
0.56 -0.77 2.07

## Properties
- Energy: -639.85353 Eh

***

2 unconnected molecules or ions with the total composition CHN2O3P, computed with ωB97M-V with the def2-TZVPD basis set.

Element x y z (Å)
C1 -0.2851 -0.1019 -0.1285
N1 0.1961 0.1702 -3.4679
N2 0.6433 -0.5385 -2.6306
O1 -1.0321 -0.8124 0.8376
O2 1.3901 -0.7791 2.0201
O3 -0.2563 1.1390 2.4634
P1 0.3572 0.1581 1.4749
H1 -1.0133 0.7644 -0.5691

Atoms 1-6, force components in eV/Å:
-0.85 2.16 -2.88
2.52 -4.08 5.20
-2.51 4.01 -5.04
0.52 -0.39 1.48
0.88 0.13 -0.22
0.65 0.33 -0.49

## Properties
- Energy: -715.20814 Eh
- Charge: -2

***

A molecular structure, CHN2O3P, computed with ωB97M-V with the def2-TZVPD basis set.

Element x y z (Å)
C1 -1.2740 -0.6505 -0.2602
N1 -2.3700 -0.6516 0.1023
N2 -0.0678 0.4911 1.0366
O1 1.4126 1.0929 -1.2787
O2 -0.3578 -0.9731 -1.0086
O3 1.8381 -0.9381 0.3030
P1 0.9616 0.1595 -0.1617
H1 -0.1427 1.4698 1.2672

Atoms 1-6, force components in eV/Å:
-2.80 -0.79 -0.20
-3.00 0.04 1.04
1.37 1.12 -0.20
-0.56 -0.32 1.04
3.41 0.69 -1.03
1.78 -0.86 -0.32

## Properties
- Energy: -715.30628 Eh
- Charge: -2

***

A molecular structure, CHN2S2, computed with ωB97M-V with the def2-TZVPD basis set.

Element x y z (Å)
C1 0.9181 0.6069 -1.1687
N1 0.3235 1.4522 -0.3759
N2 -0.4106 -0.6466 0.5115
S1 0.6124 -1.0008 -0.8202
S2 -0.5930 0.9687 0.7946
H1 -0.8504 -1.3804 1.0585

Force components x, y, z for each atom (eV/Å):
1.44 -1.93 -1.91
-0.80 2.32 1.11
-0.21 0.35 0.29
-0.64 1.53 0.86
0.40 -2.26 -0.59
-0.19 -0.02 0.24

## Properties
- Energy: -944.16970 Eh
- Charge: +1

***

CHN3O in the gas phase, computed with ωB97M-V with the def2-TZVPD basis set.

Element x y z (Å)
C1 -0.7555 -0.0927 0.0344
H1 -1.8886 -0.0197 0.0030
N1 0.0073 1.0918 -0.0337
N2 1.2476 0.7469 0.0196
N3 0.0758 -1.0972 -0.0217
O1 1.3133 -0.6290 -0.0016

Force components x, y, z for each atom (eV/Å):
1.02 1.26 -1.04
1.93 -0.71 0.10
1.68 -1.14 0.98
-2.08 0.82 -0.62
-1.81 -1.23 0.48
-0.75 0.99 0.09

## Properties
- Energy: -278.10947 Eh

***

CHN3O4S in the gas phase, computed with ωB97M-V with the def2-TZVPD basis set.

Element x y z (Å)
C1 -0.6988 -1.6638 0.4726
N1 -0.9502 -2.7161 0.0964
N2 -0.4450 -0.4076 0.7979
N3 -3.5933 0.0322 -0.2903
O1 -2.4216 1.0748 0.1131
O2 -4.2408 0.4605 -1.1527
O3 -3.5414 -0.9460 0.3415
O4 0.8818 0.0298 0.7319
S1 -1.6240 0.6421 1.4080
H1 1.0538 0.3962 -0.1521

Atoms 1-6, force components in eV/Å:
0.27 0.10 -0.18
-0.14 -0.93 -0.13
-0.22 1.48 0.63
1.16 0.47 0.82
-0.53 0.39 -0.70
-0.59 0.36 -0.80

## Properties
- Energy: -901.87425 Eh

***

CHN3OS in the gas phase, computed with ωB97M-V with the def2-TZVPD basis set.

Element x y z (Å)
C1 0.0406 0.2858 -0.2855
N1 0.8463 1.1031 -0.0095
N2 1.8435 1.8050 0.0439
N3 2.9955 1.1850 0.0272
O1 4.2257 -1.0331 0.1168
S1 2.9550 -0.4035 -0.1003
H1 -0.7357 -0.2357 0.3124

Atoms 1-6, force components in eV/Å:
-1.63 -0.35 0.60
-1.16 -1.28 -0.33
-0.71 3.31 -0.05
2.29 -2.72 0.22
1.09 -0.12 -0.19
-0.69 0.85 0.33

## Properties
- Energy: -676.20777 Eh

***

A gas-phase ion, CHN4 (charge -1), computed with ωB97M-V with the def2-TZVPD basis set.

Element x y z (Å)
C1 -0.8483 0.2408 -0.0008
N1 1.1896 -0.6645 -0.0023
N2 0.0359 -1.0339 0.0088
N3 -0.3971 1.3558 0.0061
N4 1.8854 0.2642 -0.0088
H1 -1.8655 -0.1623 -0.0030

Force components x, y, z for each atom (eV/Å):
-0.40 0.00 0.06
1.23 1.55 0.02
-1.32 -2.30 -0.03
0.34 0.84 -0.04
0.14 -0.18 -0.01
0.00 0.08 -0.01

## Properties
- Energy: -257.66043 Eh
- Charge: -1

***

A gas-phase ion, CHN4O2 (charge -1), computed with ωB97M-V with the def2-TZVPD basis set.

Element x y z (Å)
C1 -1.3564 -1.0841 -0.0389
N1 -0.6119 -0.3666 -0.6617
N2 1.2438 1.0081 0.1377
N3 1.9942 0.1756 -0.3984
N4 0.0307 1.0335 0.2179
O1 -2.0279 -1.8683 0.5232
O2 -0.7126 1.9069 0.7076
H1 1.4402 -0.8052 -0.4875

Atoms 1-6, force components in eV/Å:
1.10 0.59 -0.36
-0.68 0.08 0.36
0.73 0.90 0.00
0.44 -3.93 -0.35
-0.55 0.68 -0.01
-0.79 -0.48 0.39

## Properties
- Energy: -408.08444 Eh
- Charge: -1

***

2 unconnected molecules or ions with the total composition CHN4O2, computed with ωB97M-V with the def2-TZVPD basis set.

Element x y z (Å)
C1 -1.9616 0.2426 0.2149
N1 -4.0780 0.8632 -0.2036
N2 -2.7916 1.1560 0.0300
N3 -3.6295 -1.3520 0.0759
N4 -4.2719 -0.4182 -0.1366
O1 0.7490 0.6831 -0.2100
O2 -0.9350 -0.3028 0.3581
H1 0.2657 1.5026 0.2212

Atoms 1-6, force components in eV/Å:
-0.27 0.23 -0.03
-3.82 -0.44 -0.95
2.66 0.39 0.32
0.08 -1.37 -0.18
0.74 1.59 0.64
-1.12 3.00 1.30

## Properties
- Energy: -408.01651 Eh
- Charge: -1

***

A gas-phase ion, CHN4O2 (charge -1), computed with ωB97M-V with the def2-TZVPD basis set.

Element x y z (Å)
C1 1.0509 0.1143 -1.6188
N1 1.7970 -0.1267 -2.4709
N2 0.3676 0.4491 0.6424
N3 0.1653 0.1539 -0.6804
N4 -0.5534 0.0530 1.4149
O1 -1.5439 -0.5615 0.8926
O2 -0.4819 0.2258 2.6123
H1 -0.8016 -0.3079 -0.7921

Atoms 1-6, force components in eV/Å:
0.83 -0.91 0.17
0.37 0.52 -0.59
3.14 1.69 0.78
-4.31 -0.96 0.09
-1.12 -1.31 -2.54
-0.83 -0.29 -0.13

## Properties
- Energy: -408.12094 Eh
- Charge: -1

***

2 unconnected molecules or ions with the total composition CHN4O2, computed with ωB97M-V with the def2-TZVPD basis set.

Element x y z (Å)
C1 0.0553 0.1656 0.1036
N1 -2.2692 -0.1275 -0.2248
N2 -1.8542 0.9738 -0.3371
N3 -0.3519 -0.9994 0.2162
N4 -1.7289 -1.2275 0.0401
O1 2.6492 0.4959 0.3290
O2 0.8768 1.0254 0.0692
H1 2.6229 -0.3062 -0.1961

Atoms 1-6, force components in eV/Å:
-1.53 -0.04 -0.20
0.07 0.81 -0.03
-0.05 0.45 -0.10
1.40 -0.81 0.32
-0.89 -1.29 0.02
0.57 0.07 0.35

## Properties
- Energy: -408.02764 Eh
- Charge: -1